(1)
This record from OMol25 describes a molecular structure, C21H14N5NiSe. The level of theory is the ωB97M-V functional and the def2-TZVPD basis.

Results
M = 474.0 g mol⁻¹
E = -135845.893 eV
max |F| = 0.007 hartree/bohr

```
! wB97M-V def2-TZVPD RIJCOSX def2/J DEFGRID3
* xyz -1 1
Ni 0.40 -0.22 0.53
N 2.30 0.09 0.71
C 2.97 1.19 0.06
C 4.20 0.97 -0.54
C 4.85 2.00 -1.20
C 4.25 3.25 -1.25
C 3.03 3.46 -0.64
C 2.35 2.44 0.04
C 1.04 2.68 0.69
C 0.79 3.98 1.15
C -0.44 4.35 1.65
C -1.46 3.41 1.66
C -1.20 2.11 1.24
C 0.05 1.67 0.78
H 2.75 -0.77 0.40
H 2.41 0.13 1.72
H 4.63 -0.02 -0.50
H 5.80 1.82 -1.68
H 4.73 4.06 -1.78
H 2.56 4.43 -0.72
H 1.60 4.70 1.14
H -0.60 5.36 2.01
H -2.45 3.67 2.01
H -2.03 1.42 1.30
N -1.40 -0.60 0.25
C -2.52 -0.84 0.07
C -3.86 -1.12 -0.16
C -4.23 -2.26 -0.90
N -4.53 -3.19 -1.53
C -4.84 -0.22 0.32
N -5.63 0.52 0.72
Se 1.12 -2.54 0.77
C 0.04 -4.06 0.40
C -1.14 -4.06 -0.34
C -1.81 -5.26 -0.53
N -1.41 -6.44 -0.05
C -0.27 -6.42 0.65
C 0.47 -5.29 0.90
H -1.52 -3.16 -0.78
H -2.74 -5.26 -1.10
H 0.06 -7.38 1.03
H 1.38 -5.35 1.49
*
```

Results of the Mulliken charge analysis, in e, for atoms 1 through 8: atom 1 (Ni): -0.296, atom 2 (N): -0.325, atom 3 (C): 0.350, atom 4 (C): -0.770, atom 5 (C): -0.511, atom 6 (C): -0.704, atom 7 (C): -0.725, atom 8 (C): 0.738


(2)
This record from OMol25 describes a molecular structure, C44H35CsN10OS3. The level of theory is the ωB97M-V functional and the def2-TZVPD basis.

Results
M = 948.9 g mol⁻¹
E = -96198.272 eV
max |F| = 0.025 hartree/bohr

```
! wB97M-V def2-TZVPD RIJCOSX def2/J DEFGRID3
* xyz 0 1
Cs 0.42 0.24 -0.51
N -3.28 -1.10 2.56
C -3.05 -1.40 3.92
C -4.09 -1.81 4.74
C -3.84 -2.10 6.08
C -2.56 -1.95 6.60
C -1.53 -1.51 5.77
C -1.77 -1.26 4.43
S -0.47 -0.79 3.33
N -1.32 0.14 2.17
C -2.54 -0.11 1.94
C -3.24 0.73 0.92
C -3.02 2.10 0.91
C -3.64 2.85 -0.07
C -4.45 2.20 -0.99
C -4.62 0.83 -0.88
N -4.03 0.09 0.06
H -4.24 -1.16 2.24
H -5.09 -1.90 4.34
H -4.65 -2.44 6.71
H -2.36 -2.16 7.64
H -0.54 -1.36 6.17
H -2.37 2.55 1.65
H -3.49 3.92 -0.12
H -4.95 2.75 -1.78
H -5.26 0.30 -1.57
N -0.54 4.84 -3.17
C -0.48 5.42 -1.91
C -0.34 6.73 -1.48
C -0.27 6.93 -0.11
C -0.33 5.85 0.79
C -0.48 4.55 0.35
C -0.58 4.35 -1.03
N -0.71 3.14 -1.73
C -0.65 3.49 -2.98
C -0.66 2.53 -4.10
C -0.56 2.84 -5.42
S -0.51 1.41 -6.34
C -0.63 0.50 -4.91
N -0.70 1.19 -3.80
H -0.44 5.32 -4.05
H -0.26 7.56 -2.17
H -0.15 7.93 0.27
H -0.23 6.04 1.85
H -0.46 3.71 1.03
H -0.50 3.81 -5.89
H -0.64 -0.58 -4.93
C 4.20 -0.23 0.74
C 3.82 0.19 -0.65
O 2.92 -0.38 -1.25
C 4.50 1.35 -1.29
C 5.62 1.94 -0.71
C 6.21 3.05 -1.31
C 5.67 3.57 -2.47
C 4.55 2.98 -3.06
C 3.97 1.88 -2.47
H 3.55 -1.03 1.06
H 4.11 0.62 1.42
H 5.24 -0.56 0.77
H 6.02 1.56 0.22
H 7.05 3.52 -0.82
H 6.12 4.45 -2.92
H 4.13 3.40 -3.97
H 3.09 1.41 -2.90
N -0.79 -2.37 -0.94
S 0.24 -3.38 -0.31
C -0.55 -4.29 1.00
C -0.09 -4.11 2.29
C -0.78 -4.70 3.35
C -1.90 -5.47 3.10
C -2.35 -5.66 1.79
C -1.67 -5.07 0.74
C 0.52 -4.74 -1.44
C 1.21 -5.88 -1.03
C 1.44 -6.89 -1.94
C 1.00 -6.77 -3.26
C 0.33 -5.63 -3.66
C 0.09 -4.60 -2.75
H -1.69 -2.82 -1.13
H 0.78 -3.49 2.47
H -0.44 -4.55 4.37
H -2.43 -5.93 3.92
H -3.23 -6.26 1.60
H -2.02 -5.21 -0.28
H 1.54 -5.98 -0.01
H 1.97 -7.78 -1.63
H 1.19 -7.56 -3.97
H -0.01 -5.53 -4.68
H -0.42 -3.69 -3.04
N 5.70 3.31 2.03
C 4.55 3.44 1.97
N 3.26 3.68 1.95
C 2.40 2.82 1.48
N 1.54 2.14 1.09
*
```

Results of the Mulliken charge analysis, in e, for atoms 1 through 8: atom 1 (Cs): 1.531, atom 2 (N): 0.016, atom 3 (C): 0.068, atom 4 (C): -0.719, atom 5 (C): -0.648, atom 6 (C): -0.628, atom 7 (C): -0.645, atom 8 (C): 0.854


(3)
This record from OMol25 describes 2 unconnected molecules or ions with the total composition C3H4ClFO. The level of theory is the ωB97M-V functional and the def2-TZVPD basis.

Results
M = 110.5 g mol⁻¹
E = -20459.318 eV
max |F| = 0.124 hartree/bohr

```
! wB97M-V def2-TZVPD RIJCOSX def2/J DEFGRID3
* xyz 0 1
C 0.88 0.33 -0.10
C -0.67 0.46 -0.18
C -1.44 -0.55 -0.12
H 2.62 -0.69 0.71
H 1.02 0.74 -1.07
H 1.29 0.87 0.89
H -1.07 -1.53 -0.14
O 1.57 -1.01 -0.03
F -0.96 1.71 0.02
Cl -3.24 -0.34 0.02
*
```

Results of the Mulliken charge analysis, in e, for atoms 1 through 8: atom 1 (C): -0.237, atom 2 (C): 0.177, atom 3 (C): -0.229, atom 4 (H): 0.372, atom 5 (H): 0.223, atom 6 (H): 0.283, atom 7 (H): 0.394, atom 8 (O): -0.550


(4)
This record from OMol25 describes a molecular structure, C5H7FeO4. The level of theory is the ωB97M-V functional and the def2-TZVPD basis.

Results
M = 187.0 g mol⁻¹
⟨S²⟩ = 12.03
E = -47833.273 eV
max |F| = 0.095 hartree/bohr

```
! wB97M-V def2-TZVPD RIJCOSX def2/J DEFGRID3
* xyz 3 7
H -2.49 -2.19 -0.20
Fe 0.02 -3.63 -0.21
O -1.25 -2.78 1.11
O -1.61 -0.57 0.67
C -0.41 0.18 0.81
C 0.26 0.32 -0.55
O -0.55 -1.92 -0.84
C -1.42 -1.83 0.18
H -0.72 1.16 1.21
H 0.24 -0.35 1.52
H 1.20 -0.24 -0.61
H -0.48 0.44 -1.36
H 1.26 2.12 -1.69
O 2.90 2.40 0.86
C 0.92 1.97 -0.66
C 2.01 2.23 0.18
H 0.12 2.69 -0.43
*
```

Results of the Mulliken charge analysis, in e, for atoms 1 through 8: atom 1 (H): 0.430, atom 2 (Fe): 1.281, atom 3 (O): -0.535, atom 4 (O): -0.125, atom 5 (C): -0.439, atom 6 (C): -0.566, atom 7 (O): -0.581, atom 8 (C): 1.118


(5)
This record from OMol25 describes a gas-phase ion, C5H6N (charge +1). The level of theory is the ωB97M-V functional and the def2-TZVPD basis.

Results
M = 80.1 g mol⁻¹
E = -6761.248 eV
max |F| = 0.093 hartree/bohr

```
! wB97M-V def2-TZVPD RIJCOSX def2/J DEFGRID3
* xyz 1 1
C 0.37 -1.34 -0.02
C -0.59 -0.17 -0.01
C -1.93 -0.29 -0.01
C 1.68 0.35 0.01
C 0.39 0.92 -0.02
N 1.59 -1.02 0.02
H -0.09 -2.32 -0.11
H -2.71 0.56 0.01
H -2.30 -1.34 0.02
H 2.18 0.79 -0.96
H 2.70 0.71 0.63
H 0.28 1.91 -0.15
*
```

Results of the Mulliken charge analysis, in e, for atoms 1 through 8: atom 1 (C): -0.327, atom 2 (C): 0.745, atom 3 (C): -0.575, atom 4 (C): -0.350, atom 5 (C): -0.273, atom 6 (N): -0.393, atom 7 (H): 0.363, atom 8 (H): 0.293


(6)
This record from OMol25 describes C3H2F3OP in the gas phase. The level of theory is the ωB97M-V functional and the def2-TZVPD basis.

Results
structure (SMILES) = C=PC(=O)C(F)(F)F
M = 142.0 g mol⁻¹
E = -22630.295 eV
max |F| = 0.051 hartree/bohr

```
! wB97M-V def2-TZVPD RIJCOSX def2/J DEFGRID3
* xyz 0 1
C -1.04 0.17 -1.91
P 0.05 1.04 -0.95
C 0.23 -0.44 0.14
O -0.02 -1.58 -0.04
C 0.76 0.07 1.55
F 1.77 0.96 1.32
F 1.25 -0.88 2.29
F -0.29 0.76 2.15
H -1.23 0.68 -2.79
H -1.48 -0.79 -1.75
*
```

Results of the Mulliken charge analysis, in e, for atoms 1 through 8: atom 1 (C): -0.485, atom 2 (P): -0.014, atom 3 (C): 0.249, atom 4 (O): -0.441, atom 5 (C): 0.836, atom 6 (F): -0.243, atom 7 (F): -0.215, atom 8 (F): -0.240


(7)
This record from OMol25 describes a molecular structure, C24H13ClF6I2N3O6RuSe3Te. The level of theory is the ωB97M-V functional and the def2-TZVPD basis.

Results
M = 1308.2 g mol⁻¹
⟨S²⟩ = 8.79
E = -292801.728 eV
max |F| = 0.060 hartree/bohr

```
! wB97M-V def2-TZVPD RIJCOSX def2/J DEFGRID3
* xyz -2 6
Ru -1.28 0.72 -1.15
O -5.27 0.05 3.27
C -4.11 -0.10 3.85
O -4.00 -0.25 5.07
C -2.89 -0.01 3.00
C -1.60 -0.20 3.44
Cl -1.13 -0.61 4.98
N -0.73 -0.02 2.45
N -1.44 0.23 1.30
C -2.69 0.21 1.60
C -3.70 0.62 0.57
O -4.91 0.64 0.88
O -3.24 0.90 -0.59
C 0.68 -0.07 2.45
C 1.30 -1.01 1.62
C 2.68 -1.09 1.54
C 3.43 -0.17 2.22
C 2.86 0.82 3.04
C 1.47 0.85 3.20
H -5.19 0.23 2.25
H 0.70 -1.68 1.03
H 3.10 -1.95 1.00
H 4.52 -0.22 2.09
H 3.47 1.58 3.50
H 1.03 1.54 3.92
Se -2.34 5.45 -2.82
Se -0.17 5.36 -3.15
Te 0.01 1.67 -4.90
Se -1.85 1.64 -3.17
I 0.91 4.43 2.03
C 1.80 3.22 0.67
C 3.19 3.29 0.51
C 3.78 2.36 -0.34
I 5.85 2.27 -0.30
C 3.01 1.53 -1.13
C 3.60 0.54 -2.03
C 2.76 -0.25 -2.74
C 1.34 -0.20 -2.48
N 0.81 0.66 -1.66
C 1.64 1.54 -1.03
C 0.98 2.34 -0.05
O -0.26 2.21 0.18
H 3.80 3.97 1.12
H 4.67 0.46 -2.23
H 3.16 -1.03 -3.44
H 0.73 -0.88 -3.03
C -1.88 -2.30 -3.10
C -1.32 -2.55 -1.71
O -0.77 -1.51 -1.01
C -0.16 -3.59 -1.92
F 0.68 -3.07 -2.85
F -0.58 -4.81 -2.39
F 0.56 -3.84 -0.82
C -2.45 -3.15 -0.87
F -3.38 -2.24 -0.61
F -3.05 -4.20 -1.42
F -2.00 -3.59 0.33
H -1.14 -1.95 -3.78
H -2.65 -1.54 -2.94
H -2.34 -3.23 -3.44
*
```

Results of the Mulliken charge analysis, in e, for atoms 1 through 8: atom 1 (Ru): 1.043, atom 2 (O): -0.598, atom 3 (C): 0.498, atom 4 (O): -0.680, atom 5 (C): -0.371, atom 6 (C): 0.168, atom 7 (Cl): -0.182, atom 8 (N): -0.117